Here is C18H22AsHgN4O3S5 as an isolated structure from the Open Molecules 2025 dataset. Energies are from the ωB97M-V functional and the def2-TZVPD basis.

The largest force on an atom is 1.9 eV/Å. The calculation puts the LUMO energy (alpha / beta) at 3.60 / 3.60 eV. The value obtained for the total energy is -150318.8662 eV. For the HOMO energy (alpha / beta), the calculation gives 0.012 / -0.055 Ha. For the relative energy (zero: lowest compared OMol25 entry of this formula, charge and spin), the calculation gives 210.8 kJ/mol. For the HOMO-LUMO gap (alpha / beta), the calculation gives 3.2700 / 5.0862 eV.

```
! wB97M-V def2-TZVPD RIJCOSX def2/J DEFGRID3
* xyz -2 2
Hg 0.5614 2.0696 2.4258
S 3.3452 4.7895 0.3656
As 2.6839 4.3229 2.2807
S 2.9270 2.0744 2.7153
S 0.4269 4.4710 2.3789
S 3.5670 5.4739 3.7647
O -2.5388 -2.5093 0.8589
C -3.5547 -1.6423 0.4629
N -4.5341 -1.4242 1.5021
C -5.1531 -0.2057 1.7610
O -6.3536 -0.1849 2.0374
C -4.3087 0.9811 1.7342
C -4.8906 2.2509 1.5243
C -4.0798 3.3599 1.4797
C -2.7083 3.2086 1.6567
N -2.1523 2.0200 1.9313
C -2.9252 0.9546 1.9809
H -1.9089 -2.0551 1.4473
H -4.0219 -2.1343 -0.4066
H -3.1655 -0.6681 0.1389
H -5.1663 -2.2039 1.6427
H -5.9622 2.3244 1.4072
H -4.4986 4.3426 1.3155
H -2.0322 4.0528 1.6080
H -2.4339 0.0358 2.2735
C -0.0611 1.0744 -2.6188
C -0.7664 0.3547 -1.4796
C -0.2049 -1.0455 -1.2175
N 1.1422 -1.0451 -0.7092
C 1.4423 -0.8471 0.5933
S 0.2253 -0.7549 1.7708
N 2.7388 -0.8189 0.9824
C 3.9195 -0.9816 0.2488
O 4.9595 -0.5080 0.6865
C 3.8823 -1.7891 -0.9757
C 4.7034 -1.3993 -2.0444
C 4.7757 -2.1643 -3.1864
C 4.0633 -3.3584 -3.2745
C 3.2584 -3.7617 -2.2148
C 3.1560 -2.9873 -1.0799
H -0.5422 2.0300 -2.8053
H -0.0963 0.4856 -3.5334
H 0.9778 1.2711 -2.3711
H -1.8304 0.2598 -1.7078
H -0.6693 0.9515 -0.5689
H -0.2024 -1.6232 -2.1465
H -0.8245 -1.5657 -0.4862
H 1.8763 -0.8193 -1.3677
H 2.9040 -0.3589 1.8804
H 5.2623 -0.4803 -1.9487
H 5.3895 -1.8410 -4.0174
H 4.1535 -3.9786 -4.1557
H 2.7056 -4.6905 -2.2842
H 2.5394 -3.3121 -0.2551
*
```

Here is a 2-piece molecular cluster, C4H6FO4S overall from the Open Molecules 2025 dataset. Energies are from the ωB97M-V functional and the def2-TZVPD basis.

The largest force on an atom is 3.6 eV/Å. The calculation puts the LUMO energy (alpha / beta) at 3.50 / 3.03 eV. The value obtained for the total energy is -25986.3574 eV. For the HOMO energy (alpha / beta), the calculation gives -0.160 / -0.136 Ha. For the relative energy (zero: lowest compared OMol25 entry of this formula, charge and spin), the calculation gives 293.1 kJ/mol. For the HOMO-LUMO gap (alpha / beta), the calculation gives 7.8501 / 6.7176 eV.

```
! wB97M-V def2-TZVPD RIJCOSX def2/J DEFGRID3
* xyz -1 1
C 0.8175 1.6638 -0.9131
C 0.5581 0.4110 -0.4390
C -0.3781 -1.3004 1.2687
C -0.1112 0.1097 0.7295
O -3.1507 -0.8644 -0.9702
O -2.9897 1.5844 -1.0376
O -3.6778 0.3571 1.0323
O -0.7992 -2.1013 0.1941
F -0.1100 1.0736 1.7074
S -2.9520 0.3725 -0.2122
H 1.2912 1.9402 -1.7890
H 1.0576 2.4284 -0.1663
H 0.9491 -0.3634 -1.2145
H -0.9830 -1.2797 2.2037
H 0.5488 -1.7608 1.6942
H -1.5341 -1.6025 -0.2239
*
```

Here is one molecule with the formula C4H7Cl from the Open Molecules 2025 dataset. Energies are from the ωB97M-V functional and the def2-TZVPD basis.

The largest force on an atom is 2.8 eV/Å. The structure (SMILES) is CC(C)=CCl. The calculation puts the LUMO energy at 1.01 eV. The value obtained for the total energy is -16782.8491 eV. For the HOMO energy, the calculation gives -0.334 Ha. For the relative energy (zero: lowest compared OMol25 entry of this formula, charge and spin), the calculation gives 50.4 kJ/mol. For the HOMO-LUMO gap, the calculation gives 10.1031 eV.

```
! wB97M-V def2-TZVPD RIJCOSX def2/J DEFGRID3
* xyz 0 1
C -0.7124 1.5172 0.0203
C -0.8807 -0.0544 -0.0169
C -2.2933 -0.6029 -0.0349
C 0.2185 -0.8574 0.0553
H -1.0546 1.9258 -0.9268
H -1.1858 2.0230 0.8714
H 0.3025 1.6620 0.1173
H -2.5442 -1.1416 0.9812
H -2.9236 0.2513 -0.2034
H -2.4309 -1.4368 -0.7852
H 0.0766 -1.9274 0.0963
Cl 1.8687 -0.0807 -0.0173
*
```

Here is C24H34AlBrCl2FO5SSi as an isolated structure from the Open Molecules 2025 dataset. Energies are from the ωB97M-V functional and the def2-TZVPD basis.

The largest force on an atom is 0.5 eV/Å. The calculation puts the LUMO energy at 2.66 eV. The value obtained for the total energy is -158806.3299 eV. For the HOMO energy, the calculation gives -0.200 Ha. For the relative energy (zero: lowest compared OMol25 entry of this formula, charge and spin), the calculation gives 1.0 kJ/mol. For the HOMO-LUMO gap, the calculation gives 8.1075 eV.

```
! wB97M-V def2-TZVPD RIJCOSX def2/J DEFGRID3
* xyz -1 1
Al 0.8057 0.1175 -0.3828
Br 1.0434 0.5014 2.7849
C -0.3281 -0.7992 2.9619
C -0.6426 -1.1603 4.2402
C -1.6533 -2.1133 4.4751
C -2.3091 -2.6687 3.4191
C -1.9837 -2.3106 2.0872
C -2.6749 -2.9204 1.0131
C -2.3570 -2.6067 -0.2719
C -1.3246 -1.6791 -0.5334
C -0.6096 -1.0351 0.4578
C -0.9609 -1.3529 1.8104
H -0.1142 -0.7094 5.0688
H -1.8954 -2.3970 5.4920
H -3.0931 -3.4008 3.5792
H -3.4498 -3.6460 1.2376
H -2.8834 -3.0774 -1.0949
H -1.0762 -1.4741 -1.5700
F 0.9653 -0.3041 -2.0194
Cl 2.2335 -2.8266 2.2259
C 3.1020 -2.6081 0.6863
Cl 2.1915 -3.2987 -0.6670
C 3.4045 -1.1127 0.4827
O 4.5630 -0.7717 0.6073
O 2.3990 -0.3623 0.2417
H 4.0378 -3.1421 0.7646
C 1.2370 3.1327 -5.1175
C 0.8076 3.9278 -3.8914
C 1.1508 5.4052 -4.0678
C -0.6873 3.7498 -3.6427
O 1.5591 3.3878 -2.8095
Si 1.3927 3.4155 -1.1794
S -0.1402 2.1862 -0.4610
O 2.8203 2.9199 -0.5608
C 4.1567 2.9031 -1.0926
C 4.4406 4.1371 -1.9490
C 4.3195 1.6339 -1.9226
C 5.0761 2.8796 0.1195
O 1.0668 4.9875 -0.7998
C 0.9960 5.7149 0.4254
C 0.0352 6.8690 0.1659
C 0.4874 4.8538 1.5768
C 2.3870 6.2463 0.7573
H 0.7258 3.4967 -6.0124
H 0.9998 2.0774 -4.9732
H 2.3151 3.2273 -5.2626
H 0.5255 5.8476 -4.8467
H 2.1992 5.5199 -4.3534
H 0.9859 5.9369 -3.1300
H -1.2545 4.0738 -4.5184
H -1.0050 4.3394 -2.7787
H -0.9089 2.7027 -3.4339
H 3.8361 4.1221 -2.8571
H 5.4962 4.1480 -2.2284
H 4.2181 5.0520 -1.3992
H 3.5388 1.5919 -2.6840
H 4.2374 0.7548 -1.2840
H 5.2967 1.6245 -2.4126
H 4.9231 3.7789 0.7221
H 6.1218 2.8419 -0.1957
H 4.8615 2.0021 0.7283
H -0.9523 6.4765 -0.0848
H 0.3932 7.4693 -0.6730
H -0.0511 7.5082 1.0477
H -0.4740 4.4022 1.3327
H 0.3788 5.4718 2.4710
H 1.1881 4.0434 1.7938
H 2.7495 6.8937 -0.0439
H 3.0784 5.4111 0.8766
H 2.3651 6.8152 1.6901
*
```

Here is a 2-piece molecular cluster, C5H16NO overall from the Open Molecules 2025 dataset. Energies are from the ωB97M-V functional and the def2-TZVPD basis.

The largest force on an atom is 1.9 eV/Å. The calculation puts the LUMO energy at -3.23 eV. The value obtained for the total energy is -8975.8974 eV. For the HOMO energy, the calculation gives -0.549 Ha. For the relative energy (zero: lowest compared OMol25 entry of this formula, charge and spin), the calculation gives 59.6 kJ/mol. For the HOMO-LUMO gap, the calculation gives 11.7118 eV.

```
! wB97M-V def2-TZVPD RIJCOSX def2/J DEFGRID3
* xyz 1 1
C -0.7214 0.3225 1.2655
C -0.1043 0.3318 -0.1292
C 0.7901 1.5500 -0.3407
C -1.2328 0.3342 -1.1673
C -0.8215 -0.0943 -2.5781
N 0.2365 -0.2556 2.3376
H -0.8695 1.3452 1.6042
H -1.7144 -0.1156 1.3181
H 0.4261 -0.6036 -0.3146
H 1.7306 1.6256 0.2043
H 0.2844 2.5140 -0.3987
H 1.0991 1.4418 -1.3867
H -1.6215 1.3521 -1.2605
H -2.0768 -0.2793 -0.8418
H -1.6034 -0.0434 -3.3289
H -0.4463 -1.1209 -2.5591
H 0.0023 0.5437 -2.8984
H -0.2443 -0.7790 3.0624
H 0.6297 0.5473 2.8172
H 0.8730 -0.8769 1.8003
H 1.2309 -3.1231 0.8727
H 2.5117 -2.3145 0.7554
O 1.6415 -2.3019 1.1663
*
```

Here is C18H24O6RuSe4SiTe2 as an isolated structure from the Open Molecules 2025 dataset. Energies are from the ωB97M-V functional and the def2-TZVPD basis.

The largest force on an atom is 4.6 eV/Å. The calculation puts the LUMO energy (alpha / beta) at 3.61 / 3.59 eV. The value obtained for the total energy is -317768.9330 eV. For the HOMO energy (alpha / beta), the calculation gives -0.044 / -0.044 Ha. For the HOMO-LUMO gap (alpha / beta), the calculation gives 4.8095 / 4.7976 eV.

```
! wB97M-V def2-TZVPD RIJCOSX def2/J DEFGRID3
* xyz -2 1
Ru -0.2905 2.1829 -1.2661
O 3.5963 3.9557 -0.1080
C 4.7090 3.1179 -0.2333
C 4.2824 1.6582 -0.0563
C 5.5732 0.8220 -0.0238
O 5.3829 -0.5667 -0.0882
C 3.4439 1.1751 -1.2224
Se 1.9816 2.3312 -1.7712
C 3.5570 1.5083 1.2765
Se 1.6644 1.9893 1.2133
H 3.8518 4.8812 -0.0515
H 5.4609 3.3547 0.5382
H 5.1811 3.2495 -1.2258
H 6.1371 1.0776 0.8930
H 6.2014 1.0735 -0.8873
H 4.6577 -0.7979 0.5066
H 3.0108 0.1891 -0.9977
H 4.0874 1.0737 -2.1115
H 4.0567 2.1169 2.0418
H 3.5899 0.4590 1.6132
Se -2.1356 3.4709 -1.1559
Te -4.0161 4.2445 -2.5142
Te -1.5993 3.3827 -5.0050
Se 0.1557 2.8729 -3.3330
O -1.0781 2.0195 3.1051
C -1.4489 1.7682 1.9660
O -0.8763 2.2342 0.9261
C -2.6287 0.8353 1.7636
C -3.2334 0.3456 2.9151
C -4.2504 -0.5980 2.8655
C -4.6226 -1.0392 1.6194
O -5.5658 -1.9906 1.2884
C -5.5460 -2.0610 -0.1213
O -4.5896 -1.1711 -0.6316
C -4.0395 -0.5397 0.4576
C -3.0529 0.4127 0.5023
H -2.8903 0.7232 3.8676
H -4.7180 -0.9760 3.7609
H -6.5439 -1.8051 -0.5171
H -5.3032 -3.0957 -0.4238
H -2.6215 0.7802 -0.4193
C -1.6444 -2.9604 0.8874
Si -0.6251 -2.6909 -0.7083
C 1.1271 -3.3279 -0.2584
C -1.3968 -3.7424 -2.0971
C -0.5583 -0.9371 -1.2492
C -0.6388 0.2375 -1.5684
H -1.5173 -3.9655 1.2891
H -2.7028 -2.8129 0.7052
H -1.3522 -2.2564 1.6632
H 1.1572 -4.4079 -0.1311
H 1.4513 -2.8836 0.6799
H 1.8588 -3.0662 -1.0165
H -1.4866 -4.7868 -1.8144
H -0.8132 -3.6919 -3.0090
H -2.3897 -3.3725 -2.3283
*
```